(1)
A structure of composition C36H47I3N2NaO3P2, computed with the ωB97M-V functional and the def2-TZVPD basis.

```
94
Properties=species:S:1:pos:R:3
Na -0.014 -0.978 -0.574
I 4.124 -0.864 -0.390
C 4.486 0.116 1.425
C 5.403 -0.538 2.207
C 5.886 0.028 3.398
C 5.468 1.272 3.751
C 4.523 1.972 2.965
C 4.166 3.283 3.370
C 3.273 4.010 2.655
C 2.643 3.416 1.544
C 2.923 2.139 1.110
P 1.766 1.428 -0.147
C 2.433 1.905 -1.783
C 2.057 1.141 -2.886
C 2.495 1.470 -4.160
C 3.331 2.563 -4.343
C 3.722 3.325 -3.250
C 3.273 2.998 -1.977
C 0.315 2.545 0.009
C -0.536 2.328 1.097
C -1.651 3.123 1.296
C -1.956 4.134 0.392
C -1.137 4.340 -0.707
C -0.003 3.555 -0.896
C 3.954 1.391 1.790
H 5.785 -1.497 1.886
H 6.609 -0.512 3.995
H 5.854 1.759 4.639
H 4.636 3.686 4.259
H 3.008 5.018 2.944
H 1.882 3.991 1.035
H 1.408 0.279 -2.754
H 2.194 0.868 -5.011
H 3.681 2.819 -5.334
H 4.379 4.174 -3.390
H 3.585 3.593 -1.126
H -0.317 1.529 1.797
H -2.290 2.952 2.154
H -2.830 4.754 0.545
H -1.364 5.129 -1.414
H 0.633 3.738 -1.753
I -1.297 2.156 -4.175
C -3.124 2.413 -3.131
I -3.371 1.078 -1.507
H -3.938 2.265 -3.829
H -3.129 3.420 -2.735
C 1.901 -1.465 2.727
O 1.166 -1.955 1.624
C 1.037 -3.358 1.623
C 0.344 -3.735 0.334
O 1.036 -3.249 -0.811
C 2.228 -3.965 -1.085
H 1.398 -1.697 3.673
H 1.978 -0.385 2.613
H 2.911 -1.889 2.747
H 0.433 -3.701 2.473
H 2.023 -3.833 1.709
H -0.642 -3.261 0.314
H 0.198 -4.818 0.253
H 2.016 -5.033 -1.199
H 2.980 -3.828 -0.307
H 2.626 -3.581 -2.023
C 0.196 -2.295 -4.640
P -1.228 -2.402 -3.543
C -1.414 -4.141 -3.130
C -2.658 -1.958 -4.533
O -1.081 -1.530 -2.339
H 0.083 -2.940 -5.513
H 1.101 -2.580 -4.100
H 0.293 -1.260 -4.973
H -1.500 -4.754 -4.028
H -2.311 -4.273 -2.524
H -0.545 -4.457 -2.552
H -2.833 -2.670 -5.341
H -2.504 -0.963 -4.948
H -3.531 -1.928 -3.881
N -1.738 -0.856 1.060
C -2.674 -0.748 1.734
N -3.752 -0.610 2.469
C -4.693 0.494 2.202
C -6.090 0.082 2.666
C -6.303 -1.405 2.407
C -5.391 -2.242 3.317
C -4.062 -1.519 3.578
H -4.686 0.685 1.128
H -4.358 1.404 2.708
H -6.823 0.692 2.139
H -6.215 0.296 3.730
H -6.082 -1.617 1.357
H -7.344 -1.683 2.566
H -5.209 -3.220 2.871
H -5.880 -2.417 4.277
H -3.233 -2.215 3.687
H -4.108 -0.931 4.497
```

Calculated values
Net charge: +1
LUMO energy: -1.9173 eV
Energy above the lowest of the compared OMol25 structures with the same formula, charge and spin: 0.157 eV
Orbital gap: 7.95 eV
E_HOMO: -9.871 eV

***

(2)
A structure of composition C36H47MnN11O14P2S, computed with the ωB97M-V functional and the def2-TZVPD basis.

```
112
Properties=species:S:1:pos:R:3
Mn 0.076 0.805 1.777
N 3.532 -0.094 2.073
C 3.118 1.152 2.595
N 4.004 2.089 2.899
N 3.204 3.042 3.447
N 1.984 2.711 3.424
N 1.848 1.510 2.871
C 2.546 -1.086 1.981
N 2.824 -2.356 2.102
N 1.652 -3.006 1.902
N 0.746 -2.134 1.537
N 1.264 -0.916 1.624
H 4.239 -0.489 2.659
O 1.739 3.386 -0.798
C 0.890 2.895 -0.082
O 0.839 1.608 0.281
C -0.302 3.731 0.354
C -0.557 4.936 -0.318
C -1.814 5.576 -0.111
C -2.798 5.035 0.656
C -2.546 3.823 1.282
C -1.256 3.199 1.202
O -1.048 2.176 2.011
N -3.545 3.192 2.009
O -4.518 3.885 2.408
O -3.686 1.918 1.887
N -2.065 6.881 -0.732
O -1.222 7.253 -1.568
O -3.042 7.554 -0.348
H 0.213 5.358 -0.948
H -3.745 5.527 0.802
C -5.231 -1.110 -2.538
C -4.127 -0.088 -2.308
C -4.459 1.337 -2.758
O -3.986 0.064 -0.879
P -2.748 -0.610 -0.149
O -1.540 0.181 -0.101
C -3.420 -0.967 1.489
P -2.312 -1.211 2.919
O -1.228 -0.237 2.931
O -1.586 -2.646 2.955
C -1.853 -4.045 2.942
C -3.274 -4.223 3.448
C -1.576 -4.556 1.537
O -3.229 -1.186 4.193
C -3.169 -0.256 5.300
C -1.823 -0.348 5.899
C -3.470 1.158 4.841
O -2.600 -1.882 -1.092
C -1.290 -2.446 -1.540
C -1.588 -3.744 -2.231
C -0.580 -1.496 -2.467
H -5.758 -0.853 -3.449
H -6.017 -1.040 -1.751
H -4.779 -2.085 -2.524
H -3.143 -0.442 -2.829
H -5.404 1.599 -2.280
H -4.657 1.271 -3.826
H -3.679 2.067 -2.536
H -4.328 -1.600 1.375
H -3.705 0.078 1.766
H -1.120 -4.458 3.656
H -3.956 -3.528 2.906
H -3.375 -3.950 4.499
H -3.624 -5.250 3.361
H -2.281 -4.169 0.846
H -1.832 -5.568 1.520
H -0.579 -4.314 1.266
H -3.971 -0.601 5.955
H -1.075 -0.031 5.164
H -1.546 -1.255 6.405
H -1.696 0.376 6.710
H -2.594 1.469 4.320
H -3.577 1.724 5.821
H -4.356 1.358 4.224
H -0.635 -2.593 -0.669
H -2.004 -3.559 -3.222
H -2.213 -4.380 -1.617
H -0.644 -4.256 -2.374
H -1.082 -1.193 -3.401
H 0.386 -1.943 -2.801
H -0.444 -0.519 -1.968
O 3.892 -1.598 -1.641
S 3.677 -0.171 -1.259
C 3.906 0.735 -2.854
C 2.699 0.486 -3.708
C 1.516 1.204 -3.500
C 0.410 1.020 -4.327
C 0.473 0.105 -5.411
C 1.608 -0.631 -5.562
C 2.691 -0.448 -4.757
C 5.206 0.489 -0.617
C 6.434 -0.111 -1.258
C 6.745 -1.464 -1.039
C 7.845 -2.070 -1.655
C 8.686 -1.346 -2.534
C 8.398 0.008 -2.719
C 7.308 0.615 -2.122
H 4.791 0.252 -3.236
H 3.923 1.810 -2.557
H 1.447 1.906 -2.712
H -0.433 1.641 -4.122
H -0.372 -0.143 -6.082
H 1.628 -1.364 -6.367
H 3.629 -1.018 -4.865
H 5.247 0.139 0.422
H 5.243 1.587 -0.549
H 6.052 -2.017 -0.468
H 7.919 -3.173 -1.592
H 9.477 -1.810 -3.033
H 9.051 0.517 -3.370
H 7.108 1.645 -2.326
```

Calculated values
⟨S²⟩: 8.81
Net charge: -2
LUMO energy (spin up / spin down): 3.7973 / 3.7967 eV
2S+1: 6
Orbital gap (spin up / spin down): 4.43 / 7.19 eV
E_HOMO (spin up / spin down): -0.633 / -3.392 eV

***

Asked for DFT total energy across the records above, the calculation gives -3473.22435 -5287.67313 hartree in order.